[1]
{
  "formula": "C18H40EuN5OP3",
  "method": "ωB97M-V/def2-TZVPD",
  "elements": ["Eu", "P", "P", "P", "H", "C", "C", "H", "C", "C", "C", "C", "C", "C", "C", "C", "C", "H", "H", "H", "H", "H", "H", "H", "H", "H", "H", "H", "H", "H", "H", "H", "H", "H", "H", "H", "H", "H", "H", "H", "H", "H", "H", "H", "H", "H", "C", "C", "C", "C", "C", "C", "O", "H", "H", "H", "H", "H", "H", "N", "N", "N", "C", "N", "N", "H", "H", "H"],
  "xyz": [[1.361209, 0.691838, -0.069272], [-0.582761, 2.393448, -1.604676], [-1.148882, 2.386358, 1.598581], [-2.474410, -0.803793, 0.057192], [4.101546, -5.468237, 0.005697], [3.418876, -5.708739, -0.802800], [3.460840, -5.141217, -2.008797], [4.230605, -4.428067, -2.296779], [0.983139, 3.156689, -2.200589], [-1.707609, 3.817913, -1.837167], [-0.999710, 1.423630, -3.108733], [-1.355969, 1.687365, 3.290367], [-0.014803, 3.784614, 2.052364], [-2.739611, 3.370685, 1.536783], [-2.557078, -2.148041, -1.138278], [-3.625054, 0.447079, -0.544721], [-3.174194, -1.462954, 1.594168], [2.670931, -6.485414, -0.599547], [2.757379, -5.480183, -2.778298], [1.815562, 2.429319, -2.257898], [1.276975, 3.991201, -1.548649], [0.768406, 3.537744, -3.210007], [-1.494793, 4.596236, -1.089996], [-2.757999, 3.502225, -1.756264], [-1.512787, 4.207696, -2.848506], [-0.459419, 0.462979, -3.107170], [-0.695281, 2.025158, -3.979230], [-2.083410, 1.235633, -3.143142], [-1.933282, 2.388267, 3.914950], [-0.357954, 1.530125, 3.728087], [-1.885092, 0.724259, 3.229692], [-0.525425, 4.462802, 2.759553], [0.268014, 4.340930, 1.142430], [0.896099, 3.379679, 2.523836], [-3.301375, 3.224580, 2.477722], [-3.351587, 3.009732, 0.693139], [-2.529334, 4.447543, 1.402128], [-3.606368, -2.370501, -1.357062], [-2.053671, -3.040640, -0.746329], [-2.025968, -1.843758, -2.044324], [-4.346390, -0.107110, -1.179440], [-3.154074, 1.244977, -1.151752], [-4.187393, 0.906908, 0.296033], [-4.010659, -2.121895, 1.304193], [-3.548687, -0.643967, 2.229860], [-2.414621, -2.037518, 2.147711], [0.882584, -2.539235, -0.894763], [1.260274, -3.085672, 0.357830], [0.816089, -4.360321, 0.644121], [0.257803, -5.153628, -0.359253], [0.265496, -4.721201, -1.686335], [0.701143, -3.443777, -1.980855], [0.559425, -1.273730, -1.030121], [-1.060461, -0.830760, 0.155282], [1.767445, -2.462659, 1.094807], [0.906409, -4.770906, 1.637955], [-0.088283, -6.151341, -0.122721], [-0.029566, -5.390240, -2.496747], [0.727239, -3.042425, -2.983648], [5.038649, 0.713190, 2.860954], [4.208856, 1.735913, 2.391306], [4.624073, 3.007297, 2.102777], [3.776184, 3.354182, 1.127927], [3.001910, 2.343821, 0.717339], [3.310054, 1.281505, 1.495754], [4.401461, -0.038414, 3.070449], [5.651396, 0.952603, 3.640528], [3.627889, 4.360223, 0.682346]],
  "atomic_forces_ev_per_a": [[-0.81, 0.71, 0.05], [0.16, -0.08, -1.01], [-0.04, 0.53, 1.69], [-0.71, -2.00, 0.12], [0.05, -0.04, -0.15], [-0.29, 0.04, -0.39], [-0.01, -0.49, 0.24], [-0.19, -0.07, 0.06], [-0.04, 0.14, -0.05], [0.07, 0.05, 0.20], [0.10, 0.02, -0.08], [0.00, -0.05, 0.08], [0.12, -0.09, -0.22], [-0.17, -0.33, -0.66], [-0.04, -0.07, -0.11], [-0.02, 1.00, -0.15], [0.15, 0.21, 0.16], [0.34, 0.26, 0.03], [0.41, 0.23, 0.16], [-0.16, 0.32, -0.14], [0.01, -0.23, -0.20], [0.45, -0.04, 0.24], [-0.18, -0.17, -0.28], [0.31, 0.21, -0.02], [-0.22, 0.00, 0.34], [-0.22, 0.29, -0.14], [-0.29, -0.40, 0.06], [0.36, -0.01, -0.14], [0.34, -0.39, -0.04], [-0.38, -0.09, 0.01], [0.16, 0.29, 0.23], [0.31, -0.28, -0.31], [-0.06, -0.05, 0.40], [-0.28, 0.24, -0.15], [0.30, 0.10, -0.50], [0.04, 0.43, 0.39], [-0.12, -0.56, 0.00], [0.21, -0.09, -0.06], [-0.18, 0.18, 0.02], [-0.19, -0.02, -0.03], [0.42, 0.25, 0.31], [-0.29, -0.52, 0.37], [0.50, -0.30, -0.46], [0.27, 0.27, 0.22], [0.12, -0.38, -0.21], [-0.35, 0.14, -0.22], [-0.36, 1.70, -0.66], [-0.51, -0.65, 1.08], [0.73, 0.95, 0.50], [-0.28, -0.50, -0.34], [0.35, 0.48, -0.99], [-1.06, -0.66, -0.19], [1.31, -2.08, 0.08], [-0.57, 1.22, 0.16], [-0.31, -0.13, 0.03], [0.17, 0.01, 0.11], [-0.05, 0.01, 0.03], [0.08, 0.16, 0.29], [-0.11, -0.07, -0.12], [-0.07, 0.49, 0.25], [0.77, 0.31, -3.27], [-1.38, -1.48, 0.62], [0.01, 0.58, -0.17], [0.61, -0.85, 1.40], [0.23, 2.13, 0.62], [0.18, -0.39, 0.38], [-0.43, 0.45, -0.06], [0.70, -0.84, 0.58]],
  "lowdin_spin": [5.036, -0.005, -0.003, 0.002, 0.001, 0.010, -0.001, 0.000, 0.001, -0.002, 0.000, 0.000, 0.001, -0.001, 0.000, 0.000, 0.001, 0.005, 0.000, 0.000, 0.000, 0.000, 0.000, 0.000, 0.000, 0.000, 0.000, 0.000, 0.000, 0.000, 0.000, 0.000, 0.000, 0.000, 0.000, 0.000, 0.000, 0.000, 0.000, 0.000, 0.000, 0.000, 0.000, 0.000, 0.000, 0.000, 0.161, 0.133, 0.034, 0.262, 0.006, 0.162, 0.196, 0.001, 0.005, -0.002, 0.010, -0.003, 0.006, 0.000, 0.000, -0.001, 0.000, -0.007, -0.005, 0.000, 0.000, 0.000],
  "e_tot_ha": -2792.087690,
  "total_charge": 3,
  "lumo_ev": [-8.60, -11.05],
  "multiplicity": 7,
  "orbital_gap_ev": [7.78, 4.28],
  "mol_weight_da": 587.44,
  "homo_ev": [-16.38, -15.33]
}

***

[2]
{
  "formula": "C39H37BrMgN12O2PS",
  "method": "ωB97M-V/def2-TZVPD",
  "elements": ["Mg", "C", "N", "C", "C", "N", "C", "P", "C", "N", "C", "C", "N", "C", "C", "N", "C", "C", "N", "C", "H", "H", "H", "H", "H", "H", "H", "H", "H", "H", "H", "H", "H", "H", "H", "C", "O", "C", "C", "C", "Br", "C", "C", "C", "O", "C", "N", "C", "C", "C", "C", "C", "C", "N", "H", "H", "H", "H", "H", "H", "H", "H", "H", "H", "H", "S", "C", "N", "N", "C", "C", "C", "C", "C", "C", "N", "N", "C", "C", "C", "C", "C", "C", "H", "H", "H", "H", "H", "H", "H", "H", "H", "H", "H"],
  "xyz": [[1.428944, -0.225894, 0.669180], [-1.486932, -3.377365, -2.816947], [-1.183825, -2.607587, -1.615995], [-2.014486, -2.508996, -0.533562], [-1.371702, -1.722757, 0.375370], [-0.167828, -1.336867, -0.136489], [-0.065716, -1.887344, -1.339072], [1.353975, -1.701362, -2.476286], [2.699584, -2.127768, -1.320154], [2.855195, -1.629825, -0.101791], [4.008748, -2.158936, 0.395989], [4.558307, -2.989267, -0.537570], [3.723044, -2.964708, -1.619928], [3.930288, -3.691596, -2.866494], [1.514191, 0.113904, -2.369874], [1.733088, 0.772799, -1.242358], [1.843180, 2.090751, -1.574321], [1.687123, 2.227099, -2.924857], [1.478929, 0.967998, -3.421975], [1.268604, 0.655751, -4.830501], [-1.619153, -4.425948, -2.558512], [-2.396979, -2.998261, -3.279758], [-0.664693, -3.285710, -3.521478], [-2.976805, -2.989666, -0.509373], [-1.698387, -1.414040, 1.353805], [4.363893, -1.910176, 1.381522], [5.454519, -3.583929, -0.524241], [4.818298, -4.307246, -2.759295], [3.079050, -4.334953, -3.078452], [4.078193, -2.999800, -3.693350], [2.023373, 2.844348, -0.826321], [1.715393, 3.091758, -3.565010], [2.094169, 1.049400, -5.419332], [1.224846, -0.422888, -4.957786], [0.330957, 1.087718, -5.177229], [-1.817014, 1.626898, 2.912614], [-1.562151, 1.393466, 1.528932], [-2.626322, 1.473955, 0.690909], [-3.939102, 1.670614, 1.097609], [-4.951630, 1.719176, 0.144080], [-6.726947, 1.996302, 0.726527], [-4.696319, 1.546016, -1.198214], [-3.377977, 1.335013, -1.603308], [-2.353726, 1.340405, -0.673168], [-1.045257, 1.150262, -1.069109], [-3.099686, 1.018122, -3.014259], [-3.820777, 1.385657, -4.032364], [-3.236973, 0.768056, -5.129642], [-3.599892, 0.814781, -6.474673], [-2.845346, 0.088694, -7.374171], [-1.745305, -0.677739, -6.957102], [-1.366336, -0.731854, -5.628703], [-2.129552, 0.007705, -4.729552], [-2.053031, 0.195075, -3.365498], [-2.237289, 2.622666, 3.066585], [-0.857700, 1.554912, 3.414365], [-2.496833, 0.873811, 3.318336], [-4.188940, 1.793730, 2.140015], [-5.483401, 1.558736, -1.937487], [-0.840320, 1.800240, -1.754087], [-4.451206, 1.402532, -6.789596], [-3.104993, 0.103066, -8.423870], [-1.186168, -1.241583, -7.691925], [-0.520978, -1.331828, -5.311255], [-1.405115, -0.209736, -2.710483], [2.539170, 1.547176, 1.864397], [1.796537, 1.027355, 3.363222], [1.653333, 1.780156, 4.427117], [2.048730, 3.016176, 4.344170], [1.901216, 3.911049, 5.420131], [2.242466, 5.241913, 5.211393], [2.108399, 6.152799, 6.246179], [1.636045, 5.741231, 7.484231], [1.302725, 4.407757, 7.681275], [1.432936, 3.484359, 6.656608], [1.305698, -0.234930, 3.611503], [1.266247, -1.052423, 2.651109], [0.819356, -2.359630, 3.048154], [0.899972, -3.382895, 2.111164], [0.493278, -4.667732, 2.440760], [0.001809, -4.940252, 3.707539], [-0.073872, -3.916736, 4.645702], [0.333709, -2.634021, 4.325689], [2.413974, 3.348419, 3.452914], [2.612472, 5.559087, 4.243429], [2.374496, 7.188411, 6.082023], [1.530836, 6.453872, 8.290583], [0.941191, 4.078919, 8.646589], [1.181944, 2.443888, 6.802562], [1.298097, -3.178865, 1.126746], [0.566878, -5.457870, 1.704348], [-0.312391, -5.941944, 3.967748], [-0.449469, -4.122514, 5.639254], [0.281118, -1.838539, 5.054400]],
  "atomic_forces_ev_per_a": [[0.44, 0.24, -0.03], [-0.01, 0.01, -0.02], [-0.03, -0.07, 0.00], [-0.02, 0.04, -0.07], [0.04, 0.09, 0.01], [-0.09, -0.25, -0.08], [0.01, -0.06, -0.01], [-0.04, 0.01, 0.03], [-0.01, 0.03, -0.04], [0.00, -0.15, -0.13], [-0.05, 0.04, 0.04], [0.00, -0.02, 0.00], [0.01, 0.00, -0.02], [-0.01, 0.00, -0.01], [0.17, -0.07, 0.03], [-0.12, -0.03, -0.20], [-0.01, -0.05, 0.05], [-0.06, 0.01, -0.02], [0.04, 0.03, -0.04], [0.15, 0.11, 0.00], [0.00, 0.00, 0.01], [0.02, 0.02, 0.00], [-0.01, 0.00, 0.00], [0.00, -0.01, 0.00], [0.00, 0.00, 0.01], [0.01, 0.00, 0.00], [0.00, -0.01, -0.01], [0.00, 0.00, 0.00], [0.00, 0.00, 0.01], [0.01, 0.00, 0.01], [-0.01, 0.01, 0.01], [0.01, 0.00, -0.01], [0.03, 0.02, 0.01], [0.11, 0.14, 0.04], [0.10, -0.01, 0.04], [0.03, 0.01, 0.01], [-0.02, -0.02, -0.03], [0.03, 0.05, 0.06], [0.00, -0.01, -0.02], [0.02, -0.01, -0.03], [0.00, 0.01, 0.00], [0.01, 0.05, 0.02], [-0.14, -0.07, -0.09], [0.03, -0.13, -0.06], [-0.02, 0.24, 0.28], [-0.04, 0.05, 0.08], [0.03, -0.08, -0.06], [-0.03, 0.06, 0.00], [0.00, 0.01, -0.02], [0.01, 0.01, 0.00], [0.00, -0.02, 0.02], [-0.21, -0.18, -0.06], [-0.09, -0.04, 0.02], [0.03, -0.09, -0.16], [0.00, -0.01, 0.00], [0.02, 0.00, 0.01], [0.00, 0.00, 0.00], [0.01, 0.00, 0.00], [-0.02, -0.01, 0.00], [0.10, 0.06, 0.05], [0.00, 0.00, -0.01], [0.00, 0.00, 0.00], [0.00, 0.00, -0.01], [-0.17, -0.05, -0.03], [-0.02, 0.04, 0.00], [-0.22, 0.00, 0.13], [0.06, 0.06, 0.05], [0.05, 0.00, -0.06], [-0.06, 0.04, 0.03], [0.02, -0.07, -0.09], [0.01, 0.01, 0.02], [0.00, -0.01, -0.01], [0.00, 0.00, 0.00], [0.01, 0.01, -0.01], [-0.01, 0.00, 0.02], [0.11, -0.08, -0.07], [-0.19, 0.02, 0.44], [-0.01, 0.05, -0.07], [0.05, -0.04, -0.04], [-0.01, 0.01, -0.01], [0.02, 0.03, 0.01], [-0.01, -0.04, -0.02], [-0.04, 0.08, 0.00], [0.02, -0.02, 0.03], [0.00, 0.01, 0.00], [0.00, 0.00, 0.00], [0.00, 0.00, 0.00], [-0.01, 0.00, 0.00], [0.00, 0.00, 0.01], [0.00, 0.02, 0.01], [0.01, -0.01, 0.01], [-0.01, 0.00, 0.00], [0.00, 0.00, 0.00], [0.01, -0.01, 0.01]],
  "nbo_charge": [1.704, -0.414, -0.322, -0.069, -0.048, -0.612, 0.069, 0.749, 0.069, -0.589, -0.058, -0.060, -0.314, -0.407, 0.075, -0.583, -0.060, -0.087, -0.324, -0.410, 0.228, 0.233, 0.226, 0.242, 0.241, 0.244, 0.237, 0.234, 0.221, 0.221, 0.249, 0.241, 0.227, 0.221, 0.237, -0.260, -0.496, 0.263, -0.304, -0.074, 0.088, -0.212, -0.134, 0.299, -0.720, 0.373, -0.433, 0.072, -0.175, -0.231, -0.199, -0.284, 0.142, -0.585, 0.190, 0.215, 0.179, 0.244, 0.255, 0.491, 0.234, 0.225, 0.218, 0.198, 0.430, -0.613, 0.071, -0.153, -0.367, 0.213, -0.267, -0.187, -0.225, -0.183, -0.268, -0.134, -0.410, 0.171, -0.258, -0.200, -0.205, -0.198, -0.232, 0.400, 0.214, 0.220, 0.221, 0.220, 0.237, 0.214, 0.212, 0.222, 0.224, 0.243],
  "e_tot_ha": -5829.536616,
  "relative_energy_kj_mol": 2.3,
  "total_charge": 1,
  "lumo_ev": -2.73,
  "orbital_gap_ev": 6.49,
  "mol_weight_da": 873.06,
  "homo_ev": -9.22
}